--- i ---
The following is a DFT calculation (ωB97M-V/def2-TZVPD) of a 2-piece molecular cluster, C9H8N2O2 overall.

Output
Spin multiplicity: 1
Molar mass (g/mol): 176.18
Kohn-Sham gap (spin up / spin down) (eV): 6.1642 / 6.1619
LUMO (spin up / spin down) (eV): -1.65 / -1.65

Last column: Löwdin charge in e.
Atoms and positions in Å:
C -0.7742 1.7754 -1.8781  -0.093
C 0.3807 1.0624 -2.1772  -0.085
C -1.6134 1.3099 -0.8847  -0.050
C 0.6958 -0.0957 -1.5095  -0.019
C -1.3013 0.1527 -0.1887  -0.170
C -0.1509 -0.6233 -0.5060  -0.299
C -2.0947 -0.3351 0.9435  -0.258
C 1.5552 1.3900 2.8730  -0.441
C 1.2323 -2.3427 0.5407  -0.126
N -1.8426 -1.2965 1.6677  0.235
N 0.0286 -1.8099 0.0385  0.055
O 1.1117 1.7598 1.8851  0.217
O 2.0104 1.0227 3.8554  0.221
H -1.0038 2.6913 -2.3997  0.099
H 1.0499 1.4223 -2.9452  0.106
H -2.4970 1.8732 -0.6227  0.112
H 1.5695 -0.6699 -1.7817  0.108
H -3.0089 0.2476 1.0905  0.131
H 0.9799 -3.1560 1.2220  0.085
H 1.8184 -2.7765 -0.2812  0.090
H 1.8541 -1.6015 1.0583  0.083

--- ii ---
The following is a DFT calculation (ωB97M-V/def2-TZVPD) of C9H8N2O2 as an isolated structure.

Output
Spin multiplicity: 1
Molar mass (g/mol): 176.17
Kohn-Sham gap (eV): 7.9729
LUMO (eV): -0.38

Last column: Löwdin charge in e.
Atoms and positions in Å:
C -2.0376 -0.3206 -0.2173  -0.297
C -2.7227 0.7698 0.0817  0.014
C -1.9399 1.9887 0.3230  -0.039
C -0.6573 2.0011 0.0959  -0.048
C 0.1663 0.8198 -0.1464  0.043
C -0.5385 -0.4645 -0.1894  -0.157
C 1.2094 -1.9961 -0.2659  -0.085
C 2.0689 -1.1550 0.6400  -0.179
C 1.7149 1.0897 -0.4424  -0.533
H -2.1283 -2.4718 -0.4930  0.221
H -3.7084 0.6453 -0.2162  0.104
H -2.4718 2.7598 0.1130  0.049
H -0.0192 2.6959 0.2803  0.049
H 1.1852 -2.9128 -0.5586  0.050
H 3.0153 -1.7020 0.8680  0.107
H 1.4233 -1.0924 1.9203  0.228
H 3.5285 0.3378 -0.1178  0.196
N -0.0061 -1.6429 -0.4929  0.071
N 2.4818 0.0667 0.0066  0.046
O -2.6523 -1.4951 -0.3990  -0.017
O 2.0885 2.0788 -0.7899  0.178

--- iii ---
The following is a DFT calculation (ωB97M-V/def2-TZVPD) of an isolated molecule of C9H8N2O2.

Output
Spin multiplicity: 1
Molar mass (g/mol): 176.17
Structure (SMILES): OCC#Cc1nccn1C#CCO
Kohn-Sham gap (eV): 9.3578
LUMO (eV): 0.61

Last column: Löwdin charge in e.
Atoms and positions in Å:
O 3.1994 0.8867 -0.1685  -0.042
C 2.3743 1.9764 0.0729  -0.306
C 0.9791 1.7801 -0.0699  0.017
C -0.1683 1.3924 -0.1837  0.096
C -1.4982 0.8959 -0.3454  -0.314
N -2.5897 1.5455 -0.5701  0.116
C -3.6094 0.5836 -0.5255  -0.110
C -3.0998 -0.6590 -0.2073  -0.018
N -1.7161 -0.4610 -0.0227  -0.030
C -0.7315 -1.2828 0.2330  -0.050
C 0.3249 -1.8055 0.4768  0.074
C 1.6123 -2.4139 0.8841  -0.323
O 2.6747 -1.9452 0.1920  -0.055
H 2.8031 0.4220 -0.9102  0.096
H 2.6273 2.8340 -0.6124  0.137
H 2.6028 2.4310 1.0801  0.147
H -4.6209 0.9119 -0.6962  0.094
H -3.5298 -1.6522 -0.0981  0.119
H 1.5368 -3.4917 0.6775  0.127
H 1.7415 -2.3585 1.9660  0.122
H 2.8860 -1.0241 0.5455  0.104

Energetically preferred structure: i | next structure: +1.588 eV

--- i ---
The following is a DFT calculation (ωB97M-V/def2-TZVPD) of CH3FNOPS as an isolated structure.

Output
Spin multiplicity: 1
Molar mass (g/mol): 127.08
Kohn-Sham gap (eV): 9.1803
LUMO (eV): 0.13

Last column: Löwdin charge in e.
Atoms and positions in Å:
C -0.9290 -0.2375 0.8527  -0.852
N -1.3020 -0.5231 2.1107  -0.001
O -1.1413 -1.2278 0.1203  -0.344
F -2.1282 -2.7991 3.0379  -0.565
P -0.4654 1.3988 0.0679  0.882
S -1.6540 -2.4044 1.4444  1.021
H -1.1310 -0.1943 3.0415  0.094
H 0.5671 1.0598 -0.7552  -0.128
H -1.4637 1.1062 -0.8193  -0.108

--- ii ---
The following is a DFT calculation (ωB97M-V/def2-TZVPD) of an isolated molecule of CH3FNOPS.

Output
Spin multiplicity: 1
Molar mass (g/mol): 127.08
Structure (SMILES): [H]/N=C(\P)OSF
Kohn-Sham gap (eV): 9.7335
LUMO (eV): 0.18

Last column: Löwdin charge in e.
Atoms and positions in Å:
H 1.0839 1.9565 0.5838  0.049
N 0.1685 1.5907 0.3478  0.109
C 0.1435 0.4648 -0.1974  -0.825
P 1.5949 -0.5701 -0.7358  0.869
O -0.9616 -0.1715 -0.6402  -0.520
S -2.5577 0.1030 -0.2533  0.989
F -2.7495 -1.1756 0.7780  -0.452
H 2.2605 -0.4176 0.4802  -0.113
H 1.0174 -1.7802 -0.3631  -0.108

Energetically preferred structure: ii | next structure: +0.639 eV

--- i ---
The following is a DFT calculation (ωB97M-V/def2-TZVPD) of a 2-piece molecular cluster, C4H8O3 overall.

Output
Spin multiplicity: 1
Molar mass (g/mol): 104.10
Structure (SMILES): O/C=C\O.CC=O
Kohn-Sham gap (eV): 9.8026
LUMO (eV): 0.89

Last column: Löwdin charge in e.
Atoms and positions in Å:
O -1.4532 1.4534 -1.1280  0.019
C -1.5642 0.3485 -0.3549  -0.216
C -1.0053 -0.8251 -0.6760  -0.225
O -0.2449 -0.9265 -1.8109  -0.028
H -0.9730 1.1750 -1.9264  0.111
H -2.1213 0.5141 0.5608  0.130
H -1.0977 -1.7074 -0.0457  0.121
H 0.6179 -0.4857 -1.6097  0.069
C 1.1709 -0.4370 1.4181  -0.048
C 0.9482 0.6648 0.4210  -0.324
O 1.4541 0.6830 -0.6907  0.000
H 2.0853 -0.1782 1.9639  0.089
H 0.3510 -0.5166 2.1384  0.084
H 1.3281 -1.3957 0.9174  0.089
H 0.3976 1.5536 0.7744  0.129

--- ii ---
The following is a DFT calculation (ωB97M-V/def2-TZVPD) of C4H8O3 as an isolated structure.

Output
Spin multiplicity: 1
Molar mass (g/mol): 104.10
Kohn-Sham gap (eV): 11.1214
LUMO (eV): 0.60

Last column: Löwdin charge in e.
Atoms and positions in Å:
C -1.1502 1.1377 1.0287  0.035
O 0.6819 -0.3929 1.3587  0.000
C 1.2906 -0.1651 0.1950  -0.540
O 2.2281 0.5580 -0.0414  0.132
C 0.4461 -0.8382 -0.8491  -0.338
C -0.9393 -0.0779 -0.5866  0.007
O 0.9496 -0.7445 -2.1426  0.006
H -0.2398 1.6442 1.4297  0.080
H -1.6179 0.6688 1.9145  0.065
H -1.7943 1.8628 0.5587  0.039
H 0.3679 -1.9050 -0.5828  0.162
H -0.2979 -0.4268 0.9583  0.065
H -1.7733 -0.7657 -0.8330  0.101
H -0.9586 0.7308 -1.3001  0.083
H 1.7266 -0.1604 -2.0901  0.103

--- iii ---
The following is a DFT calculation (ωB97M-V/def2-TZVPD) of C4H8O3 as an isolated structure.

Output
Spin multiplicity: 1
Molar mass (g/mol): 104.10
Kohn-Sham gap (eV): 9.7182
LUMO (eV): 0.35

Last column: Löwdin charge in e.
Atoms and positions in Å:
C -2.2240 0.5628 -1.3523  0.005
C -0.1541 1.1082 0.4488  -0.304
O 0.6490 1.0729 1.3815  -0.010
C -0.3831 0.1911 -0.6426  -0.015
O 1.5436 -1.7652 0.2784  0.027
C 2.4392 -1.6578 1.0865  -0.392
O 2.6376 -0.6377 1.8989  0.070
H -2.7341 0.1452 -0.5092  0.047
H -2.4580 0.0186 -2.2819  0.072
H -2.4785 1.6241 -1.5032  0.071
H -0.8115 1.9859 0.3782  0.114
H 1.9126 0.0268 1.7342  0.065
H -0.8115 0.6464 -1.5970  0.041
H -0.3338 -0.8878 -0.5497  0.074
H 3.2065 -2.4333 1.2293  0.135

--- iv ---
The following is a DFT calculation (ωB97M-V/def2-TZVPD) of an isolated molecule of C4H8O3.

Output
Spin multiplicity: 1
Molar mass (g/mol): 104.10
Structure (SMILES): COC(=O)CCO
Kohn-Sham gap (eV): 11.2458
LUMO (eV): 0.83

Last column: Löwdin charge in e.
Atoms and positions in Å:
C 1.8388 -2.1077 -0.3107  -0.050
O 0.5670 -1.5910 0.0869  -0.042
C 0.3941 -0.2833 -0.1633  -0.500
O 1.2397 0.4015 -0.6922  0.099
C -0.9480 0.2016 0.3397  -0.064
C -1.3215 1.6022 -0.1768  -0.245
O -1.9233 2.4098 0.8276  -0.073
H 2.6438 -1.6155 0.2418  0.097
H 1.8088 -3.1726 -0.0811  0.093
H 1.9994 -1.9448 -1.3785  0.095
H -1.7056 -0.5626 0.1243  0.127
H -0.8840 0.2398 1.4325  0.132
H -0.4277 2.0756 -0.6101  0.116
H -2.0600 1.5064 -0.9801  0.121
H -1.2215 2.8406 1.3400  0.093

Energetically preferred structure: iv | next structure: +1.303 eV